Entry 1:
{"formula": "C8H15N2", "method": "ωB97M-V/def2-TZVPD", "elements": ["C", "C", "C", "C", "C", "C", "N", "C", "C", "N", "H", "H", "H", "H", "H", "H", "H", "H", "H", "H", "H", "H", "H", "H", "H"], "coordinates": [[-2.574, -1.612, 0.666], [-1.380, -0.652, 0.564], [-1.152, -0.357, -0.917], [-0.380, -1.447, -0.207], [0.337, -0.247, -0.843], [1.119, -0.420, -2.169], [0.848, 0.747, 0.189], [1.960, 0.303, 0.976], [0.287, 1.926, 0.152], [0.699, 2.902, 0.960], [-3.586, -1.218, 0.780], [-2.488, -2.075, 1.560], [-2.689, -2.296, -0.207], [-1.316, -0.117, 1.504], [-1.862, -0.319, -1.806], [-0.148, -2.440, -0.405], [2.039, -0.088, -2.072], [0.760, 0.044, -3.061], [1.100, -1.432, -2.398], [2.301, -0.699, 0.634], [2.763, 1.174, 0.830], [1.642, 0.100, 1.900], [-0.515, 2.371, -0.455], [0.758, 3.865, 0.655], [1.425, 2.844, 1.648]], "forces_ev_per_angstrom": [[-1.507, 1.195, -2.092], [-2.765, -2.935, -1.731], [0.210, 0.335, 0.368], [1.245, 3.975, -0.554], [-1.129, -0.251, -0.379], [-3.798, -0.132, 1.376], [-2.283, -0.487, -3.352], [2.951, 2.122, -3.648], [1.577, 1.080, 1.131], [0.957, 1.274, 0.718], [0.118, 0.951, -0.261], [0.514, -2.365, 2.656], [0.554, 0.282, 0.823], [0.885, 0.767, -0.399], [1.146, -0.187, 1.493], [-0.142, -1.613, -0.170], [4.782, 1.263, 0.594], [-0.983, 0.835, -0.202], [0.312, -2.024, -0.307], [-0.005, 1.038, -0.398], [-1.205, -2.307, 0.938], [-0.870, -0.049, 4.081], [0.286, -1.652, -0.572], [-1.165, -0.040, -0.421], [0.315, -1.076, 0.307]], "mulliken_charge": [-1.73, 0.23, -0.51, -0.68, 0.70, -1.72, 0.08, -1.06, 0.38, -0.40, 0.40, 0.51, 0.32, 0.37, 0.27, 0.45, 0.55, 0.36, 0.45, 0.35, 0.42, 0.37, 0.38, 0.27, 0.24], "lumo_ev": -3.21, "e_homo_ev": -13.64, "charge": 1, "multiplicity": 1, "gap_ev": 10.43}


Entry 2:
{"formula": "C8H15N2", "method": "ωB97M-V/def2-TZVPD", "elements": ["C", "C", "C", "C", "C", "C", "C", "C", "N", "N", "H", "H", "H", "H", "H", "H", "H", "H", "H", "H", "H", "H", "H", "H", "H"], "coordinates": [[2.614, 3.047, -0.196], [-0.182, 0.381, 0.937], [0.064, -0.763, 0.366], [-0.018, 0.942, 2.307], [-0.892, 0.905, -1.542], [-0.799, -2.922, -0.130], [1.694, -2.366, -0.604], [-0.688, 1.314, -0.099], [1.703, 2.355, -0.203], [0.337, -1.951, -0.071], [3.451, 3.656, -0.056], [1.039, 1.079, 2.595], [-0.595, 1.896, 2.389], [-0.365, 0.243, 3.066], [-1.809, 0.285, -1.639], [-0.069, 0.190, -1.854], [-0.830, 1.824, -2.204], [-1.310, -3.045, -1.103], [-0.296, -3.769, 0.367], [-1.532, -2.367, 0.630], [2.040, -3.245, -0.008], [1.646, -2.660, -1.667], [2.408, -1.537, -0.449], [-0.058, 2.175, 0.026], [-1.620, 1.749, 0.340]], "forces_ev_per_angstrom": [[-0.771, -0.596, 0.321], [0.052, -0.796, -1.732], [1.594, -2.115, 1.121], [0.053, -0.113, 0.932], [0.980, -0.722, -0.487], [-0.585, 1.615, 2.890], [-0.020, -0.043, 0.598], [-2.359, 1.962, 0.728], [1.837, 0.326, -0.398], [-0.307, 2.408, -0.887], [0.841, 0.704, -0.111], [-0.360, 0.272, -0.550], [0.638, -0.814, -0.074], [-0.342, 0.005, -0.017], [0.299, 0.839, -0.265], [-0.585, 1.000, 0.075], [-0.459, -1.370, 0.667], [0.843, -0.098, 0.433], [-1.194, -0.388, -0.640], [1.095, -1.909, -1.720], [-0.395, 0.670, -0.418], [-0.222, 0.293, 0.524], [-0.517, -0.403, -0.169], [-0.128, -0.032, -0.434], [0.011, -0.695, -0.385]], "mulliken_charge": [-0.15, 0.87, 0.04, -1.48, -1.22, -0.76, -0.79, -0.47, -0.39, 0.11, 0.42, 0.33, 0.37, 0.43, 0.33, 0.26, 0.33, 0.28, 0.36, 0.28, 0.35, 0.32, 0.29, 0.41, 0.48], "lumo_ev": -3.21, "e_homo_ev": -13.66, "charge": 1, "multiplicity": 1, "gap_ev": 10.44}


Entry 3:
{"formula": "C8H15N2O", "method": "ωB97M-V/def2-TZVPD", "elements": ["C", "C", "C", "C", "C", "C", "C", "C", "N", "N", "O", "H", "H", "H", "H", "H", "H", "H", "H", "H", "H", "H", "H", "H", "H", "H"], "coordinates": [[-1.851, -4.874, 1.493], [-1.782, -3.760, 0.793], [1.099, 3.630, -0.699], [2.166, 2.980, -1.397], [1.156, 4.991, -0.036], [-0.450, -3.147, 0.373], [-0.609, -1.570, 0.359], [0.496, -0.705, -0.263], [-0.770, 1.346, -0.464], [0.253, 0.706, -0.539], [1.445, 3.572, -2.250], [-2.828, -5.334, 1.723], [-1.021, -5.436, 1.725], [-2.530, -3.340, 0.278], [0.237, 3.091, -0.529], [3.153, 2.511, -1.537], [0.246, 5.552, -0.433], [2.131, 5.517, -0.332], [1.239, 4.710, 1.116], [0.362, -3.431, 1.009], [-0.203, -3.603, -0.648], [-0.719, -1.361, 1.426], [-1.568, -1.499, -0.036], [0.655, -0.867, -1.412], [1.290, -0.649, 0.478], [-1.599, 0.967, -0.199]], "forces_ev_per_angstrom": [[-2.898, 0.432, -0.492], [4.075, -1.189, 0.915], [1.571, 1.972, 0.233], [-0.461, 0.994, -0.942], [1.378, -0.475, 0.220], [0.205, 0.143, -1.767], [0.924, -1.254, 1.048], [0.200, -0.593, -2.091], [1.321, 2.196, -0.897], [0.239, 0.325, 0.569], [0.840, -0.848, 0.673], [0.584, 0.263, -0.219], [1.891, -0.861, 0.978], [-3.371, 1.499, -1.148], [-1.697, -1.342, 0.295], [-0.577, -0.016, 0.230], [1.174, -0.529, 1.239], [-1.523, -0.516, 0.508], [-0.690, 1.066, -2.282], [0.435, -0.280, 0.546], [-0.250, 0.994, 1.029], [0.101, 0.486, -0.028], [-1.627, 1.025, -1.206], [0.774, -1.628, 2.369], [0.845, -0.860, -0.825], [-3.464, -1.005, 1.045]], "lowdin_spin": [0.00, 0.00, 0.01, 0.05, 0.00, 0.01, 0.02, 0.12, 0.78, 0.85, 0.04, 0.00, 0.00, 0.00, 0.01, 0.00, 0.00, 0.00, 0.00, 0.00, 0.00, 0.00, 0.00, 0.02, 0.01, 0.08], "lumo_ev": [-5.82, -5.94], "e_homo_ev": [-10.18, -12.05], "s2": 2.01, "charge": 1, "multiplicity": 3, "gap_ev": [4.36, 6.11]}


Entry 4:
{"formula": "C8H15N3S", "method": "ωB97M-V/def2-TZVPD", "elements": ["C", "C", "C", "C", "C", "C", "C", "C", "N", "N", "N", "S", "H", "H", "H", "H", "H", "H", "H", "H", "H", "H", "H", "H", "H", "H", "H"], "coordinates": [[1.308, -2.251, -0.880], [0.968, -1.647, 0.189], [0.674, -0.625, -2.681], [1.251, -0.130, 2.125], [-0.987, -1.089, 1.767], [-1.297, 1.575, -2.607], [-0.112, 2.379, -0.625], [0.558, -1.427, 1.545], [1.108, -1.911, -2.178], [0.383, 0.269, -1.729], [-0.143, 1.458, -1.806], [0.639, -0.574, -4.369], [1.841, -3.259, -0.985], [0.772, 0.660, 1.618], [2.425, -0.170, 1.945], [1.125, -0.021, 3.117], [-1.416, -0.225, 1.313], [-1.196, -0.996, 2.849], [-1.708, -1.903, 1.410], [-1.068, 1.305, -3.599], [-2.015, 0.973, -2.220], [-1.783, 2.468, -2.516], [0.867, 2.106, -0.141], [-0.160, 3.410, -0.983], [-0.880, 2.129, -0.002], [0.801, -2.305, 2.106], [1.598, -2.289, -2.960]], "forces_ev_per_angstrom": [[1.667, -2.913, -0.869], [-1.127, 0.904, 0.391], [-0.332, -1.413, 0.350], [3.276, -2.495, -3.401], [-0.721, -2.819, 0.279], [1.041, -0.124, -0.906], [3.934, -1.308, -2.087], [-1.119, 2.601, 0.710], [-1.452, 3.894, -2.080], [1.765, -0.365, 1.408], [-0.059, 0.500, 0.095], [0.015, 0.759, 0.362], [-0.429, 0.911, 1.088], [-0.027, 1.201, -0.624], [-2.475, 0.315, 0.115], [-0.676, 0.204, 3.564], [0.509, 1.003, -0.631], [0.317, -0.043, -0.353], [1.229, 0.662, 0.405], [0.046, -0.191, -1.260], [-2.247, -2.682, 0.980], [-0.513, 3.049, -0.096], [-0.967, 0.794, -0.234], [0.095, -0.272, 0.137], [-2.269, -0.484, 1.812], [0.112, -0.619, 0.762], [0.407, -1.068, 0.082]], "mulliken_charge": [-0.27, -0.34, 0.25, -1.10, -1.21, -1.15, -0.81, 0.46, -0.15, -0.13, -0.01, -0.44, 0.31, 0.07, 0.28, 0.51, 0.23, 0.38, 0.33, 0.33, 0.43, 0.43, 0.27, 0.31, 0.36, 0.39, 0.25], "lumo_ev": [0.41, -1.18], "e_homo_ev": [-7.85, -7.20], "multiplicity": 1, "gap_ev": [8.26, 6.03]}


Entry 5:
{"formula": "C8H15N4O2", "method": "ωB97M-V/def2-TZVPD", "elements": ["C", "C", "C", "C", "C", "C", "C", "C", "N", "N", "N", "N", "O", "O", "H", "H", "H", "H", "H", "H", "H", "H", "H", "H", "H", "H", "H", "H", "H"], "coordinates": [[1.791, -1.180, -0.652], [2.483, -1.419, 0.478], [2.663, 1.429, 1.978], [2.490, -1.729, -1.894], [-1.078, 2.272, -0.168], [-2.251, 0.018, 1.266], [-2.263, -1.184, -0.788], [-1.550, 0.982, -0.894], [0.507, -0.782, -0.659], [3.272, 1.527, 2.991], [-0.200, -0.628, 0.402], [-1.594, -0.217, -0.023], [3.177, -1.558, 1.406], [1.890, 1.349, 1.113], [2.542, -2.821, -1.726], [3.523, -1.300, -2.014], [1.839, -1.537, -2.797], [-1.260, 3.004, -1.043], [-1.858, 2.494, 0.517], [-0.029, 2.383, 0.144], [-3.186, 0.572, 1.210], [-2.511, -0.952, 1.677], [-1.526, 0.673, 1.989], [-2.124, -1.192, -1.824], [-2.067, -2.076, -0.273], [-3.377, -1.102, -0.672], [-0.988, 0.649, -1.637], [-2.552, 1.120, -1.134], [4.238, 1.207, 3.025]], "forces_ev_per_angstrom": [[0.346, -0.516, 0.018], [1.623, 0.197, 2.858], [-1.392, -0.079, -0.669], [-0.172, 0.012, -0.470], [-0.347, 0.379, -3.631], [1.052, 1.634, 2.582], [-3.424, -2.027, 0.968], [0.140, 2.266, 4.840], [-2.392, 0.363, 1.619], [1.917, -0.117, 1.232], [2.070, -0.732, -2.410], [1.175, 2.369, 0.834], [-1.785, 0.231, -2.324], [-0.178, 0.030, -0.806], [0.243, 0.477, -0.572], [-1.133, -0.436, -0.075], [0.870, -0.084, 1.007], [0.525, -0.595, 1.486], [-0.107, 0.541, 1.118], [-0.683, -0.435, 0.125], [0.080, 0.075, -0.662], [0.392, -0.044, 0.380], [-1.699, -2.024, -1.869], [1.065, 0.019, -1.340], [0.426, -1.873, -0.072], [0.897, 0.476, 0.051], [2.412, -0.732, -3.660], [-1.705, 0.362, -0.933], [-0.217, 0.261, 0.371]], "mulliken_charge": [0.27, 0.72, 0.52, -1.31, -1.14, -0.81, -0.94, -0.81, -0.03, -0.44, -0.64, 0.52, -0.31, -0.41, 0.34, 0.36, 0.31, 0.39, 0.46, 0.18, 0.37, 0.38, 0.28, 0.32, 0.46, 0.43, 0.65, 0.57, 0.31], "lumo_ev": -4.11, "e_homo_ev": -12.92, "charge": 1, "multiplicity": 1, "gap_ev": 8.81}


Entry 6:
{"formula": "C8H15NO5S", "method": "ωB97M-V/def2-TZVPD", "elements": ["C", "N", "C", "O", "S", "O", "O", "C", "C", "O", "O", "C", "C", "C", "C", "H", "H", "H", "H", "H", "H", "H", "H", "H", "H", "H", "H", "H", "H", "H"], "coordinates": [[-3.222, 2.155, 0.664], [-2.326, 1.283, -0.125], [-3.024, 0.453, -1.100], [-3.262, -0.836, -0.585], [-1.990, -1.274, 0.327], [-1.172, -2.085, -0.512], [-2.489, -1.940, 1.490], [-1.466, 0.428, 0.653], [0.191, 0.668, 0.028], [0.406, 1.640, -0.613], [0.897, -0.319, 0.422], [2.245, -0.599, 0.054], [3.250, 0.578, 0.547], [2.577, -1.925, 0.717], [2.341, -0.721, -1.494], [-4.113, 1.683, 1.110], [-2.697, 2.764, 1.414], [-3.720, 2.976, 0.023], [-3.904, 0.914, -1.578], [-2.302, 0.395, -1.944], [-1.487, 0.263, 1.748], [2.682, 1.512, 0.231], [3.055, 0.611, 1.649], [4.163, 0.367, -0.031], [2.751, -1.820, 1.747], [3.632, -2.156, 0.280], [1.933, -2.718, 0.481], [3.436, -0.787, -1.783], [1.867, -1.616, -1.762], [1.750, 0.108, -2.055]], "forces_ev_per_angstrom": [[-1.256, 1.728, -0.787], [-1.415, 0.549, 1.955], [1.714, 0.708, -1.851], [-0.437, 0.158, 0.622], [-1.134, -1.794, -1.024], [0.873, 0.484, -0.439], [-0.099, 0.805, 0.373], [2.802, -0.625, -1.536], [-3.925, 0.409, 1.110], [0.494, 0.172, -0.345], [-0.031, -0.996, 1.148], [1.971, 1.056, -0.997], [-4.203, -0.454, -0.564], [3.316, 1.061, -2.034], [0.263, 1.912, 0.021], [0.551, -0.399, 0.180], [0.156, -0.656, -0.125], [1.083, -1.338, 0.364], [-0.006, -0.267, 1.031], [-0.300, -0.472, 0.239], [-0.063, 1.598, -0.299], [1.357, -0.874, -0.180], [1.620, -0.258, -0.642], [0.059, 0.592, 1.255], [-0.151, 0.120, 1.513], [-1.695, 0.008, 0.721], [-1.035, -0.927, -0.340], [-1.395, 0.300, 0.117], [-0.601, -1.467, -0.549], [1.483, -1.132, 1.061]], "mulliken_charge": [-0.95, 0.11, -0.46, -0.36, 1.14, -0.59, -0.65, -0.47, 0.39, -0.52, -0.15, 1.08, -1.22, -1.59, -1.36, 0.35, 0.34, 0.31, 0.39, 0.30, 0.49, 0.29, 0.40, 0.40, 0.42, 0.34, 0.44, 0.38, 0.44, 0.30], "lumo_ev": 0.67, "e_homo_ev": -9.59, "multiplicity": 1, "gap_ev": 10.26}


Result set for energy relative to the best compared isomer or geometry (same formula, charge and spin): 3.630 3.407 5.400 3.850 4.636 1.735 eV, one per record in the order listed.